[1]
DFT (ωB97M-V/def2-TZVPD) results for a cluster of 33 separate species, C10H78F3N2O36S in total at a distorted geometry.

```
130
Properties=species:S:1:pos:R:3:forces:R:3:lowdin_charge:R:1
S -3.43727 -0.14574 -3.53621 0.7 -1.0 0.6 0.8635
F -1.66807 1.47514 0.88662 3.3 -0.5 1.7 0.1113
F -0.21447 2.47284 2.38051 -0.6 -2.8 -2.5 0.0645
F -0.10706 0.20181 2.08277 -0.9 2.9 -2.0 0.1122
O -7.61070 -1.06128 -2.15213 0.2 0.2 0.1 -0.0624
O 1.34776 5.19237 2.86058 -0.1 -0.4 0.2 -0.0446
O 2.43911 -3.81356 -6.93661 0.1 0.1 -0.3 -0.0671
O -1.50798 10.12158 3.53470 0.0 -0.1 -0.2 -0.0597
O 2.37480 -6.27728 1.22246 -0.2 0.1 -0.2 -0.0481
O 2.58946 -3.36121 -4.22376 -0.3 0.0 0.5 -0.0725
O -4.43642 -6.03559 1.74182 -0.1 -0.5 0.1 -0.0583
O -0.01075 0.73594 -4.36599 0.3 -0.4 -0.7 -0.0528
O -1.94025 1.30364 7.71406 0.3 0.1 -0.2 -0.0484
O -2.21539 1.12923 4.30456 0.1 0.0 -0.3 -0.0366
O -1.01846 -4.26235 -1.20249 -0.6 2.6 -2.2 -0.0099
O 0.59681 1.69110 0.37239 -1.7 -1.9 1.9 0.0126
O 0.52489 8.04687 5.77800 0.1 -0.4 0.0 -0.0394
O 5.62450 -3.97505 -6.79619 -0.1 -0.1 0.3 -0.0643
O 5.41118 -1.45653 -5.34847 0.0 -0.1 0.1 -0.0506
O 3.23626 11.19963 0.83186 0.1 0.2 0.1 -0.0670
O 3.64027 0.39587 -3.74519 -0.3 -0.2 0.1 -0.0475
O 3.84782 7.76705 4.35557 -0.2 0.1 0.2 -0.0525
O 1.56937 -5.36906 -1.84453 -0.3 0.1 0.1 -0.0349
O -6.71606 1.85119 -1.87021 0.2 0.1 -0.3 -0.0622
O -0.00767 -4.39641 1.68420 0.1 0.2 -0.4 -0.0410
O 4.31657 10.86571 3.78011 -0.1 0.2 0.0 -0.0442
O 2.76549 -8.15051 -1.81296 0.0 0.2 0.2 -0.0607
O 0.45378 0.38058 9.64085 0.1 0.0 -0.4 -0.0642
O 4.01694 2.32276 -1.46466 -0.1 0.1 0.3 -0.0480
O 5.03813 8.02173 7.41800 0.0 -0.1 -0.1 -0.0681
O 0.93589 8.24563 2.84111 -0.1 0.0 0.3 -0.0586
O -3.06451 -2.98452 -2.85287 0.1 -0.7 0.3 -0.0831
O 4.98971 -8.21532 1.21221 -0.2 0.0 0.2 -0.0519
O -4.90627 -6.63016 -1.85365 0.2 -0.2 -0.1 -0.0517
O -2.29534 -8.00591 -3.33364 0.1 0.3 0.2 -0.0438
O -3.13873 3.84244 -2.98938 0.1 -0.1 0.1 -0.0667
O 0.78303 -1.04283 4.74637 -0.1 0.2 -0.1 -0.0537
O 0.40110 -5.75287 -7.52361 -0.3 0.1 0.1 -0.0582
O -0.84058 5.95131 1.05049 -0.1 -0.4 0.2 -0.0549
O -5.73738 -2.76740 -0.31406 1.2 1.1 0.2 -0.0894
N -2.10121 -2.29700 -2.22457 3.5 4.1 1.9 -0.0734
N -1.22842 1.56382 -2.14412 0.6 -2.8 0.0 0.0511
C -2.10778 -0.84722 -2.43960 1.4 1.4 1.5 -0.3329
C -1.05108 0.11406 -1.82553 -0.1 -1.8 0.2 -0.1475
C -4.06133 -3.53601 -1.93214 -2.7 -1.0 1.1 -0.0700
C 0.06342 -0.46565 -0.91322 -2.9 -2.2 -1.3 -0.0228
C -4.28730 -2.70092 -0.58369 -0.4 -1.0 1.3 -0.3077
C 1.14282 0.48681 -0.22370 0.8 -1.6 -1.7 -0.1080
C -3.59050 -3.44549 0.68626 1.3 0.3 -0.7 -0.0437
C -1.04815 -2.84756 -1.41366 1.9 0.8 1.3 -0.1256
C 0.06424 -2.02340 -0.71041 -2.7 2.7 -2.1 0.1407
C -0.34280 1.40956 1.39197 0.1 1.4 0.7 -0.4124
H 5.41587 -9.07978 1.15811 -0.1 0.1 -0.1 0.0519
H 6.32045 -4.46006 -6.33649 -0.1 0.0 -0.2 0.0430
H -5.13094 -6.70050 1.65422 0.0 0.1 0.1 0.0474
H 1.79062 -4.57743 -2.35640 0.3 -0.1 -0.3 0.0305
H 0.63909 -5.24506 -1.62078 0.4 -0.1 0.2 0.0085
H 4.86078 -0.68728 -5.54249 0.0 -0.1 0.1 0.0405
H -1.72782 2.24294 7.78237 -0.1 -0.1 0.1 0.0486
H 4.08290 8.54595 3.83117 0.0 0.0 0.0 0.0270
H -3.83249 -6.41340 2.39450 -0.1 0.1 -0.1 0.0555
H 0.78536 -4.89977 1.44937 0.1 0.0 0.5 0.0055
H 3.58031 11.04721 1.72275 -0.1 -0.1 0.0 -0.0106
H -2.26500 -7.12743 -2.93631 0.0 -0.2 0.0 0.0103
H 3.45591 -8.09749 -1.13939 0.0 -0.2 -0.1 0.0165
H -5.82740 -2.18368 0.48306 -0.2 -0.9 -1.0 0.1208
H 1.86249 0.83390 -1.05972 -1.2 -0.2 1.5 0.1392
H -3.85756 1.07755 -3.02555 1.0 -0.9 0.4 -0.0836
H 0.88105 -2.49329 -0.04559 -1.7 0.4 -1.3 0.1440
H 3.24921 -4.29708 -7.15724 0.2 0.2 0.1 0.0448
H -4.04060 -1.58830 -0.64868 0.1 -1.5 -0.2 0.1404
H -1.31893 1.63211 -3.18938 0.1 -0.1 1.4 0.0623
H -0.04049 5.61205 1.47179 -0.1 0.5 -0.3 -0.0173
H -2.05626 1.15845 6.76484 -0.1 0.0 0.1 0.0103
H 3.16920 -6.77589 0.98687 0.0 0.0 0.1 0.0144
H 4.87372 11.65402 3.75048 0.1 -0.2 0.0 0.0605
H 5.19024 -1.67558 -4.43525 -0.1 0.1 -0.2 0.0385
H -2.05826 10.35619 2.77777 0.1 0.0 0.1 0.0382
H -4.51609 -7.18530 -2.54321 -0.1 -0.1 0.1 0.0300
H 0.34196 -0.54957 5.44940 0.0 -0.1 -0.1 0.0313
H 2.91893 7.90955 4.58112 0.1 0.0 -0.2 0.0084
H -0.17755 7.38973 5.68952 0.0 0.2 0.1 0.0595
H 1.76839 -0.15209 0.48719 -1.0 1.1 -0.7 0.1545
H 0.64617 4.53263 2.77005 0.2 0.0 0.2 0.0188
H 4.02640 0.42863 -2.86045 0.0 0.3 -0.1 0.0260
H -1.31662 6.38599 1.76903 0.1 0.1 -0.2 0.0414
H 0.78351 0.20699 -4.51837 0.0 0.0 0.0 0.0551
H -0.60944 0.46608 -5.07595 0.1 0.1 0.0 0.0626
H 1.35337 7.37405 2.80634 -0.1 0.1 -0.1 0.0046
H 0.20197 -0.93120 3.98329 0.1 -0.1 0.3 0.0015
H -2.44954 3.34361 -2.53218 -0.2 0.1 0.1 -0.0171
H 4.69687 2.38011 -0.78092 -0.1 0.0 -0.1 0.0585
H -1.66150 1.63682 3.69708 -0.1 0.0 0.3 0.0027
H -5.21286 -7.26176 -1.19161 0.0 0.1 -0.1 0.0502
H -0.39027 2.10173 -1.88131 -0.5 -0.5 0.0 0.0976
H 4.56302 8.08654 6.57952 0.1 0.0 -0.1 -0.0072
H 1.97135 -3.74410 -7.77818 0.0 -0.2 0.2 0.0542
H 3.70222 3.23114 -1.55811 0.1 -0.1 -0.1 0.0578
H 1.95203 4.80414 3.50673 0.1 0.2 -0.1 0.0700
H -1.10907 -4.63049 -2.12308 -0.2 0.1 1.0 0.1451
H -0.40511 -5.22903 -7.43996 0.0 -0.2 -0.1 0.0366
H -3.89001 -4.66719 -1.69687 0.1 2.2 -0.5 0.1193
H -3.12136 -4.44192 0.33547 -1.0 1.6 0.8 0.0726
H 3.01138 12.13773 0.82509 0.0 -0.2 -0.1 0.0333
H 2.11639 -3.28897 -5.06774 0.4 -0.2 -0.1 0.0070
H -6.92726 -1.55264 -1.67710 -0.1 -0.1 0.1 -0.0073
H 3.39284 -3.84596 -4.45101 -0.1 0.1 -0.1 0.0394
H -3.10685 4.71648 -2.57996 -0.1 -0.1 -0.1 0.0484
H -0.09692 0.61939 8.88177 -0.2 -0.1 0.2 -0.0081
H 3.72959 11.02265 4.53116 0.0 0.0 -0.1 0.0611
H 2.45720 -7.23860 -1.90711 0.0 -0.1 -0.1 -0.0151
H -7.57952 -0.17854 -1.75897 -0.1 -0.1 0.0 0.0034
H 5.62917 -3.09904 -6.37567 -0.1 0.1 -0.1 -0.0059
H -6.82162 1.69147 -2.81729 -0.1 0.0 0.1 0.0449
H -2.95182 0.83821 3.75240 0.0 0.0 0.2 0.0525
H 0.79288 -5.72226 -6.64183 0.1 0.0 -0.2 0.0269
H -1.60393 -8.49619 -2.86972 -0.1 -0.1 -0.1 0.0529
H -6.50381 2.79144 -1.81296 -0.1 -0.1 0.1 0.0476
H 4.71390 -8.14861 2.13562 0.1 0.0 -0.1 0.0493
H 1.12807 7.65887 6.42560 -0.1 0.2 0.0 0.0578
H 5.82730 7.51164 7.19992 -0.1 0.1 0.1 0.0368
H 2.83730 0.92349 -3.66723 0.3 0.1 0.0 0.0198
H -0.48799 -4.32373 0.85180 -0.1 -0.2 0.2 -0.0196
H -2.71576 -2.82253 1.09294 -1.2 -0.7 -0.5 0.0813
H -0.75648 9.65836 3.14268 0.0 0.1 -0.1 -0.0031
H 1.89177 -6.20221 0.38872 0.3 -0.2 -0.1 0.0061
H 0.65342 8.33268 3.76412 0.3 -0.1 0.0 -0.0090
H -5.06932 -3.51267 -2.50144 1.8 0.2 0.7 0.1654
H -4.31587 -3.65688 1.53834 0.9 0.3 -1.4 0.0871
H 1.20634 -0.07890 9.24905 -0.1 0.0 0.2 0.0306
```
Positions in Å, forces in eV/Å.

**HOMO**: -12.27 eV
**Charge**: +1
**2S+1**: 1
**Lowest unoccupied orbital energy**: -0.181 hartree

***

[2]
DFT (ωB97M-V/def2-TZVPD) results for the molecule C10H7ClN2O2 at a distorted geometry.

```
22
Properties=species:S:1:pos:R:3:forces:R:3:lowdin_charge:R:1
Cl 0.66226 2.42508 4.48221 0.0 0.1 -0.2 0.6743
O 0.93755 1.34612 -2.17897 0.2 0.3 0.1 0.0904
O -0.15493 -1.21672 -2.75644 0.4 0.9 0.1 -0.0067
N -0.53547 -0.92368 0.76318 -0.6 -0.4 -0.5 0.1627
N 0.00159 -0.57387 -1.50967 -1.5 -1.9 2.2 0.0647
C 0.07329 0.29639 1.13727 -0.3 -0.6 -1.1 -0.2173
C -1.30945 -2.47320 -1.02756 0.1 -1.1 -0.6 -0.0546
C -0.61422 -1.29378 -0.48698 1.2 2.3 1.8 -0.2583
C 0.64726 1.97138 2.81270 -0.3 -1.8 -1.0 -0.6435
C 1.28052 2.31412 0.50997 -0.9 0.0 0.1 0.0069
C 0.08908 0.71044 2.45854 0.3 1.2 1.0 -0.0317
C 0.61758 1.12688 0.16407 0.4 -0.6 -0.4 -0.0736
C 0.54387 0.67618 -1.24625 0.8 1.0 -2.1 -0.3431
C -0.97582 -2.38474 -2.54086 0.5 -0.7 1.0 -0.1212
C 1.24851 2.76098 1.82371 0.0 -0.3 0.1 -0.0918
H 1.68426 3.71579 2.07499 0.1 0.0 0.1 0.1052
H -0.36635 0.07082 3.20130 0.1 0.1 0.1 0.1098
H -2.39674 -2.48221 -0.85331 0.5 0.2 0.2 0.1322
H -1.84572 -2.30933 -3.15825 -0.5 0.2 -0.4 0.1112
H -0.87283 -3.39637 -0.58670 -0.4 0.6 -0.2 0.1364
H -0.42525 -3.29671 -2.82338 0.1 0.6 -0.2 0.1260
H 1.71100 2.93644 -0.25955 0.1 -0.1 -0.1 0.1220
```
Positions in Å, forces in eV/Å.

**HOMO**: -8.85 eV
**Relative energy (zero: lowest compared OMol25 entry of this formula, charge and spin)**: 0.035 eV
**2S+1**: 1
**Lowest unoccupied orbital energy**: 0.010 hartree

***

[3]
DFT (ωB97M-V/def2-TZVPD) results for a cluster of 2 separate species, C10H7N2O2 in total at a distorted geometry.

```
21
Properties=species:S:1:pos:R:3:forces:R:3:lowdin_charge:R:1
O 1.63784 1.49003 -1.40436 0.2 0.4 -0.6 0.3699
O -0.85394 1.33888 0.08826 0.2 0.3 0.7 0.1467
N 1.00373 2.16721 1.29426 -0.6 -0.4 -0.9 0.1536
N -1.22036 2.59209 2.03569 -2.6 -1.0 -0.7 0.1769
C 0.76957 -1.53690 -0.23825 2.1 -0.6 -1.1 0.0330
C -0.50745 -1.03356 -2.28811 0.1 -1.5 -1.3 0.0271
C 1.09171 0.51810 -1.46666 0.6 0.3 0.7 0.0018
C -0.77153 -3.09948 -1.13007 -2.0 -3.3 2.6 -0.0205
C -0.43078 1.94100 1.03269 0.3 0.1 -0.9 -0.4300
C -0.40917 3.14721 2.78494 1.8 1.2 0.1 -0.0734
C 0.16353 -2.78070 -0.12582 -0.8 3.3 -2.6 -0.0124
C 0.51196 -0.72443 -1.40083 -0.6 -0.8 0.9 -0.1912
C -1.10863 -2.28948 -2.16688 -0.4 2.0 -0.6 -0.0400
C 0.96212 2.94058 2.28612 1.5 -1.3 1.1 -0.0797
H 1.82818 3.09925 2.90097 0.5 0.8 -0.2 0.1239
H 1.71279 -1.38124 0.33111 -1.2 0.5 0.1 0.1526
H -0.75839 -0.52635 -3.22189 0.2 0.7 0.7 0.1482
H 0.24684 -3.20815 0.79996 0.4 -2.0 1.7 0.0953
H -1.94995 -2.39773 -2.84700 0.2 -0.9 0.2 0.1311
H -0.48645 3.78305 3.62192 -1.2 0.4 1.0 0.1188
H -1.43163 -4.03938 -0.88604 1.5 1.7 -1.0 0.1684
```
Positions in Å, forces in eV/Å.

**HOMO**: -14.16 eV
**Charge**: +1
**Relative energy (zero: lowest compared OMol25 entry of this formula, charge and spin)**: 0.000 eV
**2S+1**: 1
**Lowest unoccupied orbital energy**: -0.186 hartree

***

What did the second record say?
DFT (ωB97M-V/def2-TZVPD) results for the molecule C10H7ClN2O2 at a distorted geometry.

```
22
Properties=species:S:1:pos:R:3:forces:R:3:lowdin_charge:R:1
Cl 0.66226 2.42508 4.48221 0.0 0.1 -0.2 0.6743
O 0.93755 1.34612 -2.17897 0.2 0.3 0.1 0.0904
O -0.15493 -1.21672 -2.75644 0.4 0.9 0.1 -0.0067
N -0.53547 -0.92368 0.76318 -0.6 -0.4 -0.5 0.1627
N 0.00159 -0.57387 -1.50967 -1.5 -1.9 2.2 0.0647
C 0.07329 0.29639 1.13727 -0.3 -0.6 -1.1 -0.2173
C -1.30945 -2.47320 -1.02756 0.1 -1.1 -0.6 -0.0546
C -0.61422 -1.29378 -0.48698 1.2 2.3 1.8 -0.2583
C 0.64726 1.97138 2.81270 -0.3 -1.8 -1.0 -0.6435
C 1.28052 2.31412 0.50997 -0.9 0.0 0.1 0.0069
C 0.08908 0.71044 2.45854 0.3 1.2 1.0 -0.0317
C 0.61758 1.12688 0.16407 0.4 -0.6 -0.4 -0.0736
C 0.54387 0.67618 -1.24625 0.8 1.0 -2.1 -0.3431
C -0.97582 -2.38474 -2.54086 0.5 -0.7 1.0 -0.1212
C 1.24851 2.76098 1.82371 0.0 -0.3 0.1 -0.0918
H 1.68426 3.71579 2.07499 0.1 0.0 0.1 0.1052
H -0.36635 0.07082 3.20130 0.1 0.1 0.1 0.1098
H -2.39674 -2.48221 -0.85331 0.5 0.2 0.2 0.1322
H -1.84572 -2.30933 -3.15825 -0.5 0.2 -0.4 0.1112
H -0.87283 -3.39637 -0.58670 -0.4 0.6 -0.2 0.1364
H -0.42525 -3.29671 -2.82338 0.1 0.6 -0.2 0.1260
H 1.71100 2.93644 -0.25955 0.1 -0.1 -0.1 0.1220
```
Positions in Å, forces in eV/Å.

**HOMO**: -8.85 eV
**Relative energy (zero: lowest compared OMol25 entry of this formula, charge and spin)**: 0.035 eV
**2S+1**: 1
**Lowest unoccupied orbital energy**: 0.010 hartree

***

Q: Look up the lowest unoccupied orbital energy of the second one.
A: 0.010 hartree

***

Q: What is the formula in the third record?
A: C10H7N2O2

***

Q: What is the lowest unoccupied orbital energy in the first record?
A: -0.181 hartree